The following is a DFT calculation (wB97M-V/def2-TZVPD) of a single C7H8O molecule in a non-equilibrium geometry.

The geometry in XYZ format:
```
16
Properties=species:S:1:pos:R:3:lowdin_charge:R:1
C -2.62 0.19 0.92 -0.010
C -1.39 0.01 0.65 -0.171
C -0.49 0.64 -0.54 -0.068
C 0.73 -0.26 -0.62 -0.413
C 1.81 0.15 -1.40 -0.071
C 0.91 -0.96 0.35 -0.055
C -0.26 -1.09 1.28 -0.222
O -0.29 -1.60 2.42 0.042
H -3.02 1.19 0.54 0.078
H -3.22 0.00 2.02 0.149
H -0.78 0.83 -1.57 0.115
H -0.21 1.67 -0.36 0.112
H 2.67 -0.60 -1.00 0.121
H 1.80 0.20 -2.47 0.065
H 2.51 1.13 -0.97 0.168
H 1.83 -1.50 0.74 0.160
```

As for the HOMO-LUMO gap: 9.431 eV. The energy above the lowest of the compared OMol25 structures with the same formula, charge and spin is 478.4 kJ/mol. For the total energy, the calculation gives -346.59330 a.u. Its HOMO energy is -0.3441 Ha. The SMILES is C=C1CC(C)=CC1=O.